No. 1
Formula: C19H58F2MnNO26S6
Source: OMol25
Level of theory: ωB97M-V/def2-TZVPD

Values from the calculation:
LUMO level (spin up / spin down) = 1.69 / 1.68 eV
multiplicity = 6
total charge = -1
orbital gap (spin up / spin down) = 9.16 / 9.42 eV

Structure (XYZ):
```
113
Properties=species:S:1:pos:R:3:forces:R:3
Mn -0.211901 0.398655 0.102156 -1.617 -0.503 -1.106
N -1.325456 2.242655 0.754937 -1.243 1.735 1.698
S -2.993459 2.492349 0.828258 -0.910 -2.303 -1.364
O -3.588854 3.848331 0.914974 2.038 -3.725 -0.282
O -3.601068 1.315436 1.528170 1.070 3.380 -1.809
F -3.143399 1.968151 -0.959147 -0.151 1.159 3.726
S -0.528192 2.966420 2.052706 -1.597 2.082 -0.883
O -1.370017 3.138729 3.233637 1.492 -0.156 -1.990
O 0.298380 4.043670 1.520811 -1.041 -1.621 1.296
F 0.448252 1.810566 2.394597 0.318 -0.441 0.087
O -1.033376 -0.194989 -1.768198 0.985 1.201 -0.288
H -0.569352 0.414613 -2.404106 -0.629 -1.020 0.814
O 3.462119 0.076743 0.550900 0.674 -0.809 0.115
C 2.182950 0.289546 0.345981 1.072 1.369 -0.139
O 1.460526 -0.619825 0.741386 -1.344 -1.558 0.398
O 1.730575 1.368093 -0.164571 0.268 -0.217 -0.071
H 4.024148 0.816986 0.345956 0.476 1.182 -0.386
O -3.796655 -2.046259 2.287908 -0.681 -0.481 -0.887
S -4.876067 -2.479208 1.402462 0.692 0.533 2.950
O -5.311491 -3.837555 1.423775 0.514 -0.037 -0.743
O -6.199651 -1.713621 1.859280 -0.285 0.916 0.958
C -6.125115 -0.405559 2.540910 0.298 1.563 -0.600
C -7.482210 0.088462 3.068639 -0.767 -1.616 -0.671
C -4.612136 -1.801152 -0.172319 -1.490 0.566 0.435
H -5.748198 0.313224 1.763604 -0.312 -0.562 0.866
H -5.454976 -0.335688 3.412093 0.275 -0.876 -0.666
H -7.421230 1.119544 3.421506 0.246 -0.182 0.000
H -7.888759 -0.577640 3.873093 0.518 0.619 -0.524
H -8.221728 0.045472 2.251527 0.164 0.177 0.279
H -3.901924 -2.334338 -0.755053 0.587 -0.445 -0.419
H -4.353658 -0.750046 -0.004153 0.077 -0.201 -0.213
H -5.643709 -1.886465 -0.525131 0.334 0.184 -0.829
O 5.512739 4.634781 1.027650 0.787 0.716 0.284
S 4.561423 3.618105 0.756915 7.976 -4.220 9.377
O 5.044110 2.346121 0.339194 0.284 -1.055 -0.282
O 3.747322 3.292565 2.117555 0.724 -0.189 -0.443
C 3.239884 4.393988 2.917165 0.700 -0.077 -0.026
C 2.590686 3.778983 4.121951 -0.115 0.217 1.785
C 3.528959 4.119353 -0.159104 -9.795 5.666 -7.862
H 2.518453 4.867425 2.274801 -0.414 0.650 0.118
H 4.076002 5.068342 3.197155 -0.505 -0.334 -0.318
H 3.322704 3.320493 4.825829 -0.234 0.198 -0.702
H 1.875492 3.011276 3.853138 -0.067 -0.029 -0.125
H 2.046015 4.516227 4.770957 0.435 -0.341 -0.900
H 3.113776 5.095949 0.185980 0.442 -0.592 -0.248
H 2.672211 3.468962 -0.233215 -0.197 -0.609 -0.258
H 3.984122 4.290608 -1.128137 -0.088 -0.007 -0.287
O 7.525382 -0.760182 4.126218 0.094 -0.161 0.619
S 6.616975 -1.869214 4.070733 0.268 -0.430 -1.733
O 6.674264 -3.014183 4.911760 0.531 -0.088 0.445
O 5.149474 -1.358627 4.217040 -0.662 1.299 0.093
C 4.808634 0.015697 3.745649 -0.036 -0.500 0.962
C 3.310895 0.055748 3.702532 -0.279 1.725 0.458
C 6.516345 -2.329369 2.326235 1.215 -0.377 1.276
H 5.244040 0.206401 2.777544 0.200 -0.050 -0.323
H 5.209561 0.749772 4.459504 0.035 -0.423 -0.167
H 2.925145 -0.618188 2.947334 -0.210 0.099 -0.124
H 3.036220 1.149839 3.524416 0.140 -1.569 -0.214
H 2.900712 -0.179995 4.691820 0.075 -0.169 -0.198
H 5.808688 -3.142882 2.285551 -0.102 -0.207 -0.334
H 7.510108 -2.543564 1.853785 -1.023 0.263 0.610
H 6.088502 -1.401570 2.038937 -0.300 0.505 -1.402
O 0.018549 4.093429 -4.712666 0.064 -0.097 0.048
S -1.167920 3.505799 -4.158804 -0.699 0.388 -1.572
O -2.436654 4.154438 -4.369985 0.633 -0.513 0.125
O -1.336921 2.033074 -4.741368 -0.009 0.345 0.591
C -0.148212 1.299293 -5.121079 0.429 -1.636 1.477
C 0.100170 1.510315 -6.570122 -0.521 1.028 -1.525
C -0.963292 3.293432 -2.474533 1.609 -0.071 1.280
H -0.383019 0.234201 -4.863877 -0.116 0.829 -0.588
H 0.683104 1.514192 -4.423151 -0.225 0.455 -0.523
H -0.868720 1.887010 -6.941628 0.447 0.020 -0.106
H 0.272091 0.654104 -7.192365 0.192 -0.949 0.259
H 0.865550 2.233853 -6.874643 -0.168 0.085 0.616
H -1.810300 2.761433 -2.053011 -0.100 0.502 0.036
H -0.791417 4.346884 -2.152715 -0.461 -0.837 0.298
H -0.037669 2.711698 -2.204219 -0.697 0.580 -0.566
C -3.994135 0.576493 -3.405927 -0.046 0.566 -0.424
O -3.194045 -0.585004 -3.520991 0.249 0.200 -0.312
H -4.357714 0.686932 -2.404817 -0.266 0.076 0.637
H -3.487086 1.507360 -3.687783 0.227 -0.267 0.125
H -4.845644 0.534177 -4.069888 -0.256 -0.465 -0.276
H -2.398309 -0.408480 -2.974323 -0.026 -0.266 0.304
C -0.324669 -1.308573 2.784241 0.203 0.130 0.274
O -1.194422 -0.772897 1.708729 1.794 -0.155 0.384
H 0.171609 -2.265950 2.510516 -0.851 0.524 -0.238
H 0.560834 -0.629396 2.965876 -1.436 -0.384 -0.228
H -0.907107 -1.460651 3.717176 0.266 0.233 -0.689
H -2.139394 -0.774760 1.885964 -0.216 -0.400 0.578
C -1.089633 -5.384101 0.670971 0.540 -0.757 0.579
O -0.001126 -4.883697 -0.078349 -0.059 0.107 -0.009
H -0.667571 -6.226332 1.294018 -0.790 0.452 -0.987
H -1.451306 -4.687843 1.410023 -0.134 0.681 0.297
H -1.961284 -5.640359 0.043764 0.460 -0.379 0.177
H -0.250717 -4.057058 -0.544255 0.003 -0.091 -0.010
C 2.727264 -3.636804 1.207966 0.698 -1.371 1.299
O 2.633648 -5.071919 0.993833 0.031 1.235 -0.707
H 3.337234 -3.564692 2.103291 0.210 0.276 0.287
H 3.203467 -2.972109 0.483348 -0.274 -0.557 -0.643
H 1.758441 -3.295702 1.490347 -0.718 0.663 -0.143
H 1.754863 -5.168583 0.589705 0.081 -0.211 -0.146
C 0.373421 -3.333081 -2.930272 -0.002 2.818 0.810
O -0.444452 -2.856446 -1.808149 0.405 -0.103 -0.907
H 1.273357 -2.670930 -3.101095 -1.059 -0.272 0.082
H 0.803823 -4.263236 -2.711962 0.136 -1.504 0.686
H -0.223188 -3.396855 -3.821502 -0.224 0.023 -0.512
H -0.762559 -1.902395 -1.918945 0.787 -0.776 -0.092
C -2.798907 -2.468758 -6.249127 0.433 0.639 -0.318
O -2.024544 -1.293260 -6.029395 0.191 -0.254 0.526
H -2.565633 -2.824423 -7.259087 -0.112 -0.168 0.300
H -2.630750 -3.243700 -5.486093 0.004 0.112 -0.262
H -3.807644 -2.097640 -6.206169 -0.908 -0.648 -0.134
H -2.434674 -0.950644 -5.210959 0.371 0.343 0.008
```
Forces are in eV/Å.


No. 2
Formula: C13H16N6O2
Source: OMol25
Level of theory: ωB97M-V/def2-TZVPD

Values from the calculation:
LUMO level = 0.04 eV
orbital gap = 8.76 eV
structure (SMILES) = Nc1nonc1C(=O)N1CCN(Cc2ccccn2)CC1

Structure (XYZ):
```
37
Properties=species:S:1:pos:R:3:forces:R:3
N 2.494355 -0.824715 5.542800 -0.193 0.091 -1.177
C 3.138808 -0.384573 4.371472 0.091 -1.012 2.143
N 4.406224 -0.142064 4.378646 0.649 0.748 -1.944
O 4.716966 0.272972 3.029980 -2.687 -0.834 0.476
N 3.521100 0.216009 2.253282 1.134 0.074 1.544
C 2.585064 -0.170130 3.075761 1.117 1.005 -0.438
C 1.173443 -0.436992 2.806474 -2.458 -0.676 -1.718
O 0.649828 -1.345006 3.431186 0.181 -0.563 0.974
N 0.423616 0.171214 1.832557 1.723 0.744 0.809
C 0.851704 1.373819 1.126265 0.022 0.306 -0.644
C 1.015167 1.096443 -0.353422 -0.180 -1.269 -0.745
N -0.214708 0.457380 -0.898063 -1.309 0.666 0.053
C -0.117343 0.102244 -2.338969 0.161 -0.949 1.863
C -1.388230 -0.009655 -3.133485 -1.006 -0.529 -0.675
C -2.502048 0.828865 -2.906408 -0.324 -0.705 -0.460
C -3.638406 0.702392 -3.720931 0.770 -0.384 -0.478
C -3.573962 -0.292666 -4.728483 -0.915 1.027 0.647
C -2.459571 -1.096018 -4.872966 0.479 0.842 0.233
N -1.359245 -0.960997 -4.114532 -0.525 0.867 0.769
C -0.797860 -0.671117 -0.072175 1.083 1.216 0.191
C -0.895231 -0.290239 1.431231 -0.369 -0.255 -0.732
H 3.123028 -1.261032 6.223099 -0.549 0.259 -0.533
H 1.594152 -1.294422 5.339393 1.054 0.274 0.269
H 0.050207 2.101526 1.196933 -0.198 0.286 0.337
H 1.778436 1.828879 1.504499 -0.396 -0.474 0.171
H 1.242477 2.005880 -0.921570 -0.398 0.035 0.183
H 1.915990 0.471250 -0.502443 -0.184 -0.217 0.114
H 0.349404 -0.882538 -2.329531 0.234 -0.258 -0.691
H 0.544863 0.778497 -2.839906 0.466 0.557 -0.175
H -2.511056 1.515957 -2.075460 0.283 0.174 0.040
H -4.501489 1.405395 -3.625927 0.795 -0.895 -0.034
H -4.415902 -0.413562 -5.399913 0.060 -0.076 -0.009
H -2.436397 -1.784821 -5.712792 0.202 -0.216 0.302
H -1.790106 -0.997861 -0.404644 0.312 0.308 -0.374
H -0.081269 -1.481727 -0.150749 -0.018 -0.746 0.035
H -1.592636 0.554287 1.530118 0.094 -0.155 0.062
H -1.299373 -1.142873 2.028674 0.797 0.733 -0.387
```
Forces are in eV/Å.


No. 3
Formula: C35H34Br2CeN6O5
Source: OMol25
Level of theory: ωB97M-V/def2-TZVPD

Values from the calculation:
LUMO level (spin up / spin down) = -7.05 / -7.05 eV
total charge = +2
orbital gap (spin up / spin down) = 6.30 / 6.30 eV

Structure (XYZ):
```
83
Properties=species:S:1:pos:R:3:forces:R:3
Ce 13.560606 13.033655 13.297885 0.667 -0.683 1.155
C 8.067133 12.806783 12.950141 -0.739 -0.624 0.962
O 9.249367 12.022296 13.112367 0.845 -0.221 -0.169
C 9.588452 11.662364 14.380893 0.493 1.660 -0.910
C 8.726657 11.071185 15.238165 -1.024 -0.922 0.396
C 9.088923 10.924241 16.556088 -0.580 -0.438 1.432
C 10.281396 11.362328 17.080104 -0.458 -0.680 0.269
C 11.184063 11.897440 16.189585 0.838 0.840 -1.099
C 12.499249 12.292355 16.606449 -1.797 -1.255 1.225
N 13.447813 12.457302 15.796818 1.208 0.197 -0.536
N 14.588808 12.827746 16.490676 0.698 0.127 0.344
C 15.186559 13.756010 15.857114 0.371 0.349 -0.386
O 14.736398 14.129688 14.649080 -0.235 0.692 -0.189
C 16.318010 14.487596 16.430891 0.005 0.277 -0.075
C 16.589586 15.797764 16.035333 1.291 -0.050 0.850
C 17.566958 16.551702 16.687887 -0.466 -0.017 -1.213
C 18.335153 15.960326 17.655024 -0.160 0.628 0.654
C 18.086624 14.676054 18.057416 -0.842 -0.613 0.832
C 17.045180 13.945079 17.475659 1.329 -0.496 0.504
C 10.844263 12.096099 14.843030 -1.051 -1.050 0.082
O 11.669288 12.633190 13.942262 0.525 0.527 -0.422
H 7.224366 12.083571 12.835895 0.259 0.921 0.125
H 8.226155 13.337497 12.017335 -0.259 0.261 0.076
H 7.906598 13.491883 13.848396 0.149 -0.773 -1.277
H 7.772011 10.666306 14.897939 0.220 0.327 0.026
H 8.410653 10.461964 17.255216 -0.278 -0.141 -0.095
H 10.489612 11.162079 18.141488 0.151 0.381 -0.621
H 12.629038 12.307663 17.692699 0.504 0.321 -0.257
H 16.177112 16.261989 15.193974 -1.217 0.336 -1.033
H 17.718907 17.585641 16.370231 0.061 -0.338 0.197
H 19.020378 16.546452 18.222933 0.631 0.328 0.117
H 18.557993 14.344512 18.989440 0.070 -0.338 -0.705
H 16.940305 12.914694 17.808480 -0.518 0.234 -0.094
Br 13.722735 5.848791 12.318639 0.081 0.631 0.160
C 13.661021 7.723201 12.611115 0.049 -1.384 0.523
C 13.748796 8.260305 13.859377 -0.217 0.543 0.647
C 13.626367 9.660265 13.992075 0.610 -1.451 2.325
N 13.442072 10.470953 13.011112 -0.218 0.630 -3.404
C 13.361558 9.907969 11.740174 -0.144 1.189 0.895
C 13.493783 8.559243 11.548216 0.046 0.926 -1.208
C 13.124235 10.851837 10.601338 -0.253 -0.711 0.095
C 12.623447 10.373690 9.392194 -0.272 -0.521 0.158
C 12.454145 11.219154 8.312524 -0.246 0.209 -0.244
Br 11.914379 10.619479 6.591998 0.128 0.084 0.845
C 12.721856 12.578856 8.493333 0.198 -0.972 -0.001
C 13.212197 12.947575 9.718964 1.853 1.885 0.817
N 13.412839 12.136231 10.779347 -0.070 0.235 -0.187
H 13.879438 7.599901 14.696105 0.065 0.150 0.416
H 13.736199 10.165450 14.963417 -0.151 -0.654 -0.197
H 13.548335 8.169119 10.556049 -0.198 -0.211 -0.457
H 12.300850 9.343791 9.358755 0.156 -0.052 -0.321
H 12.613700 13.223400 7.647659 0.089 0.603 -0.072
H 13.712890 13.955351 9.900738 -1.297 -1.087 -0.584
N 21.409168 12.608377 14.254093 0.435 0.096 0.337
C 20.342984 11.970738 14.830491 0.117 1.652 -1.940
O 20.463950 11.219693 15.726992 0.190 -1.977 2.430
C 18.944616 12.238636 14.289061 0.069 -0.027 -0.676
C 18.600239 13.340194 13.547360 -0.085 0.775 -0.705
C 17.298481 13.464039 13.070570 1.128 -0.325 0.755
N 16.347007 12.563655 13.244978 -1.267 0.074 -0.349
C 16.643220 11.497179 13.961126 2.069 -0.454 0.408
C 17.935975 11.312401 14.479906 -0.400 -0.700 0.543
H 22.344007 12.503266 14.691435 -1.224 -0.038 -0.503
H 21.345543 13.181768 13.430594 -0.050 -0.065 0.098
H 19.326840 14.113982 13.288611 -0.336 -0.125 0.223
H 17.040731 14.363356 12.611101 -0.508 1.251 -0.993
H 15.894469 10.742600 14.080631 -0.251 -0.304 0.149
H 18.203865 10.437579 15.058720 -0.267 -0.123 0.016
C 10.651128 15.415838 12.617985 -0.796 -0.539 0.102
C 11.715451 15.029941 11.615653 -0.468 -1.534 1.982
O 13.016003 15.065352 12.294687 0.218 -0.287 -0.419
C 14.046774 16.003874 11.894034 1.550 -0.212 -0.259
C 13.983756 17.283685 12.731298 0.156 -1.683 -0.267
H 9.679635 15.566127 12.113523 0.413 -0.196 0.179
H 10.881168 16.327225 13.133359 0.267 0.660 0.078
H 10.532025 14.642614 13.404866 0.015 0.352 -0.652
H 11.750212 15.636092 10.775150 0.165 1.267 -1.583
H 11.551131 13.975348 11.289603 0.104 0.718 0.134
H 13.995372 16.173322 10.830201 -0.660 0.309 -0.479
H 15.057763 15.462126 11.914365 -1.260 0.522 0.766
H 13.107707 17.832231 12.423634 -0.357 0.268 0.383
H 14.852795 17.889840 12.558045 0.437 0.286 -0.132
H 13.991031 16.934381 13.768595 -0.300 0.550 0.004
```
Forces are in eV/Å.


Table of energy (Eh), in record order: -6509.5739, -983.9104, -7681.5784